This record from the OMol25 dataset describes a molecular structure, C43H53Br2Cl3O4OsP. The level of theory is ωB97M-V with the def2-TZVPD basis set.

- Calculated total energy: -8931.738883 a.u.
- M: 1121.26 g/mol
- Kohn-Sham gap (alpha / beta): 8.2 / 6.3 eV
- Charge: +1
- 2S+1: 5
- LUMO energy (alpha / beta): -2.58 / -4.68 eV
- Energy relative to the best compared isomer or geometry (same formula, charge and spin): 0.0 kJ/mol

Atoms and positions in Å:
1 Os -1.02 0.05 -0.76
2 C 6.60 3.40 -0.72
3 C 5.46 4.41 -0.53
4 C 5.57 5.02 0.87
5 C 5.60 5.51 -1.59
6 C 4.09 3.76 -0.67
7 C 3.94 2.38 -0.91
8 C 2.68 1.85 -1.00
9 Br 2.45 0.01 -1.29
10 C 1.48 2.65 -0.87
11 O 0.36 2.12 -0.88
12 C 1.66 4.09 -0.66
13 C 2.94 4.57 -0.55
14 C 0.43 4.98 -0.53
15 C -0.45 4.49 0.64
16 C -0.36 4.94 -1.85
17 C 0.81 6.44 -0.25
18 H 7.55 3.92 -0.61
19 H 6.58 2.95 -1.71
20 H 6.58 2.61 0.03
21 H 6.54 5.50 0.98
22 H 5.48 4.26 1.64
23 H 4.80 5.78 1.04
24 H 6.59 5.97 -1.51
25 H 4.86 6.30 -1.47
26 H 5.51 5.10 -2.60
27 H 4.80 1.74 -1.01
28 H 3.08 5.62 -0.37
29 H -0.84 3.49 0.47
30 H -1.30 5.17 0.75
31 H 0.11 4.50 1.57
32 H -0.65 3.93 -2.12
33 H 0.24 5.35 -2.67
34 H -1.26 5.56 -1.76
35 H 1.34 6.55 0.70
36 H -0.11 7.03 -0.18
37 H 1.41 6.87 -1.05
38 C -4.40 -6.71 -0.69
39 C -2.87 -6.79 -0.74
40 C -2.38 -7.43 0.57
41 C -2.46 -7.67 -1.93
42 C -2.23 -5.41 -0.89
43 C -2.98 -4.25 -1.00
44 C -2.34 -3.03 -1.12
45 Br -3.44 -1.50 -1.39
46 C -0.95 -2.90 -1.10
47 O -0.34 -1.69 -1.12
48 C -0.17 -4.08 -1.05
49 C -0.84 -5.29 -0.93
50 C 1.36 -4.04 -1.16
51 C 1.97 -3.31 0.05
52 C 1.77 -3.36 -2.47
53 C 1.97 -5.45 -1.17
54 H -4.81 -7.71 -0.57
55 H -4.81 -6.29 -1.62
56 H -4.75 -6.10 0.15
57 H -2.83 -8.42 0.69
58 H -2.66 -6.82 1.43
59 H -1.30 -7.55 0.58
60 H -2.92 -8.66 -1.83
61 H -1.38 -7.80 -1.98
62 H -2.80 -7.23 -2.87
63 H -4.06 -4.27 -1.02
64 H -0.26 -6.19 -0.88
65 H 1.61 -2.29 0.12
66 H 3.06 -3.28 -0.05
67 H 1.73 -3.84 0.97
68 H 1.39 -2.35 -2.56
69 H 1.40 -3.94 -3.33
70 H 2.86 -3.33 -2.55
71 H 1.76 -6.00 -0.25
72 H 3.05 -5.37 -1.27
73 H 1.60 -6.04 -2.02
74 C -0.38 -1.74 2.15
75 P -1.20 -0.25 1.54
76 C -2.94 -0.39 1.98
77 C -3.47 -1.63 2.35
78 C -4.83 -1.76 2.56
79 C -5.68 -0.67 2.39
80 C -5.15 0.56 2.01
81 C -3.79 0.70 1.80
82 C -0.47 1.11 2.46
83 C 0.85 1.44 2.17
84 C 1.50 2.43 2.89
85 C 0.82 3.11 3.89
86 C -0.49 2.78 4.19
87 C -1.14 1.78 3.49
88 H -0.62 -1.88 3.21
89 H 0.69 -1.60 2.05
90 H -0.67 -2.62 1.57
91 H -2.83 -2.49 2.48
92 H -5.24 -2.72 2.86
93 H -6.74 -0.78 2.54
94 H -5.81 1.41 1.87
95 H -3.39 1.66 1.48
96 H 1.38 0.90 1.40
97 H 2.53 2.68 2.66
98 H 1.32 3.90 4.45
99 H -1.01 3.30 4.98
100 H -2.16 1.52 3.73
101 Cl -3.82 4.10 -1.14
102 C -3.58 2.79 -2.29
103 Cl -5.03 1.75 -2.34
104 Cl -3.25 3.44 -3.89
105 C -2.45 1.85 -1.84
106 O -2.30 1.67 -0.58
107 O -1.77 1.21 -2.65

This record from the OMol25 dataset describes a molecular structure, C43H53N2O2P3TeZr. The level of theory is ωB97M-V with the def2-TZVPD basis set.

- Calculated total energy: -3268.801214 a.u.
- M: 941.66 g/mol
- Kohn-Sham gap: 5.5 eV
- Charge: 0
- LUMO energy: -0.47 eV
- Energy relative to the best compared isomer or geometry (same formula, charge and spin): 419.5 kJ/mol

Atoms and positions in Å:
1 Zr 0.00 0.00 0.00
2 Te 1.57 -2.22 -3.73
3 C 0.71 -4.10 -4.27
4 C -0.58 -4.16 -4.80
5 C -1.13 -5.40 -5.14
6 N -0.41 -6.54 -4.95
7 C 0.85 -6.50 -4.44
8 C 1.43 -5.28 -4.10
9 C 0.34 -2.05 -1.96
10 P -1.11 -0.69 -2.21
11 C -2.34 -1.56 -1.14
12 C -2.95 -0.86 -0.09
13 C -3.89 -1.49 0.73
14 C -4.22 -2.84 0.51
15 C -3.61 -3.54 -0.53
16 C -2.67 -2.91 -1.35
17 C -1.82 -0.92 -3.91
18 C -3.11 -1.45 -4.15
19 C -3.59 -1.56 -5.46
20 C -2.81 -1.14 -6.54
21 C -1.55 -0.60 -6.32
22 C -1.06 -0.48 -5.01
23 P 1.54 -2.03 -0.36
24 C 2.71 -3.44 -0.63
25 C 4.08 -3.16 -0.49
26 C 5.03 -4.16 -0.67
27 C 4.63 -5.46 -0.98
28 C 3.27 -5.75 -1.13
29 C 2.31 -4.75 -0.96
30 C 0.41 -2.70 0.94
31 C -0.43 -3.80 0.73
32 C -1.26 -4.26 1.76
33 C -1.24 -3.63 3.01
34 C -0.41 -2.53 3.23
35 C 0.41 -2.07 2.20
36 H -1.16 -3.27 -4.96
37 H -2.13 -5.46 -5.55
38 H 1.40 -7.42 -4.31
39 H 2.44 -5.25 -3.70
40 H -2.71 0.18 0.08
41 H -4.36 -0.95 1.54
42 H -4.94 -3.33 1.15
43 H -3.86 -4.58 -0.70
44 H -2.20 -3.47 -2.15
45 H -3.75 -1.76 -3.35
46 H -4.58 -1.97 -5.63
47 H -3.19 -1.23 -7.55
48 H -0.95 -0.26 -7.15
49 H -0.08 -0.04 -4.86
50 H 4.40 -2.16 -0.24
51 H 6.08 -3.93 -0.56
52 H 5.37 -6.24 -1.12
53 H 2.96 -6.76 -1.38
54 H 1.28 -5.01 -1.10
55 H -0.48 -4.29 -0.22
56 H -1.91 -5.11 1.59
57 H -1.88 -4.00 3.80
58 H -0.40 -2.05 4.19
59 H 1.06 -1.22 2.38
60 O -2.67 -3.05 1.35
61 C -2.15 -1.95 1.67
62 O -1.34 -1.21 1.05
63 H -2.45 -1.56 2.70
64 C 2.69 3.36 4.42
65 C 1.73 2.78 3.36
66 C 0.32 3.33 3.68
67 C 2.09 3.42 2.00
68 P 1.76 0.93 3.29
69 N 1.00 0.53 1.87
70 C 3.47 0.23 3.16
71 C 3.47 -1.21 2.57
72 C 4.35 1.03 2.18
73 C 4.21 0.18 4.50
74 C 0.75 0.13 4.63
75 C 1.07 0.67 6.04
76 C 0.94 -1.40 4.68
77 C -0.77 0.31 4.41
78 H 2.57 4.44 4.51
79 H 3.73 3.18 4.16
80 H 2.52 2.92 5.41
81 H 0.29 4.42 3.57
82 H 0.02 3.12 4.71
83 H -0.42 2.91 3.00
84 H 1.99 4.52 2.04
85 H 1.43 3.06 1.20
86 H 3.12 3.23 1.70
87 H 2.96 -1.25 1.60
88 H 2.99 -1.94 3.22
89 H 4.49 -1.58 2.42
90 H 3.85 1.15 1.21
91 H 5.31 0.53 1.99
92 H 4.60 2.01 2.57
93 H 3.76 -0.53 5.19
94 H 4.22 1.15 4.99
95 H 5.25 -0.14 4.37
96 H 2.14 0.61 6.26
97 H 0.55 0.11 6.81
98 H 0.78 1.71 6.15
99 H 1.94 -1.67 5.03
100 H 0.78 -1.84 3.69
101 H 0.24 -1.88 5.37
102 H -1.10 1.35 4.47
103 H -1.36 -0.24 5.16
104 H -1.08 -0.07 3.43
105 H -1.18 1.49 0.21

This record from the OMol25 dataset describes a molecular structure, C43H54N3O8S3Se2SiSnTe. The level of theory is ωB97M-V with the def2-TZVPD basis set.

- Calculated total energy: -9206.629393 a.u.
- M: 1269.44 g/mol
- Kohn-Sham gap (alpha / beta): 6.2 / 5.8 eV
- Charge: -2
- 2S+1: 2
- LUMO energy (alpha / beta): 3.86 / 2.90 eV
- Energy relative to the best compared isomer or geometry (same formula, charge and spin): 0.0 kJ/mol

Atoms and positions in Å:
1 Sn 0.36 0.17 -1.31
2 S -1.46 -0.66 -2.93
3 C -2.61 -1.40 -1.89
4 N -2.52 -1.57 -0.61
5 C -3.65 -2.20 -0.11
6 C -3.84 -2.54 1.23
7 C -5.01 -3.18 1.60
8 C -6.00 -3.48 0.66
9 C -5.83 -3.14 -0.68
10 C -4.65 -2.49 -1.05
11 S -4.13 -1.96 -2.61
12 H -3.06 -2.31 1.95
13 H -5.17 -3.45 2.64
14 H -6.91 -3.99 0.96
15 H -6.59 -3.36 -1.41
16 C 4.91 0.36 1.75
17 C 3.85 0.96 0.82
18 C 4.38 1.10 -0.60
19 C 3.39 2.31 1.34
20 O 2.67 0.12 0.81
21 Si 2.54 -1.53 0.70
22 S 0.55 -1.92 0.17
23 O 3.73 -1.97 -0.33
24 C 4.16 -3.21 -0.90
25 C 2.96 -4.06 -1.32
26 C 5.01 -3.95 0.12
27 C 4.99 -2.83 -2.12
28 O 2.94 -2.27 2.12
29 C 2.23 -2.75 3.26
30 C 3.30 -3.10 4.28
31 C 1.31 -1.67 3.82
32 C 1.44 -4.00 2.89
33 H 5.75 1.05 1.83
34 H 5.26 -0.60 1.36
35 H 4.49 0.20 2.74
36 H 5.19 1.83 -0.62
37 H 3.59 1.45 -1.27
38 H 4.74 0.15 -0.99
39 H 4.24 3.00 1.36
40 H 2.99 2.22 2.35
41 H 2.62 2.73 0.70
42 H 2.36 -4.33 -0.45
43 H 3.30 -4.97 -1.82
44 H 2.33 -3.49 -2.00
45 H 4.44 -4.10 1.04
46 H 5.90 -3.37 0.37
47 H 5.32 -4.92 -0.28
48 H 4.42 -2.17 -2.77
49 H 5.28 -3.72 -2.68
50 H 5.89 -2.30 -1.81
51 H 3.88 -2.21 4.54
52 H 3.98 -3.85 3.87
53 H 2.84 -3.50 5.20
54 H 1.90 -0.76 4.01
55 H 0.85 -1.99 4.75
56 H 0.52 -1.42 3.10
57 H 2.11 -4.77 2.51
58 H 0.71 -3.77 2.11
59 H 0.91 -4.39 3.76
60 Se -2.07 0.29 1.94
61 C -3.56 0.96 2.85
62 N -4.48 1.36 3.42
63 O 2.06 0.00 -5.12
64 Se 2.32 0.41 -3.57
65 O 3.83 0.93 -3.25
66 O 1.16 1.50 -2.98
67 O 1.86 -0.84 -2.50
68 C -1.14 7.17 -6.12
69 C -1.03 6.21 -4.96
70 C -1.66 4.97 -4.99
71 C -1.57 4.08 -3.93
72 C -2.24 2.74 -4.06
73 C -0.83 4.44 -2.79
74 Te -0.66 3.15 -1.06
75 N -1.15 1.83 1.49
76 C -0.85 2.71 2.48
77 O -0.57 3.89 2.25
78 C -0.82 2.35 3.97
79 C -1.31 3.28 4.88
80 C -1.23 3.05 6.25
81 C -0.64 1.88 6.72
82 C -0.14 0.95 5.82
83 C -0.23 1.19 4.45
84 C -2.72 3.28 -0.64
85 C -3.49 2.13 -0.79
86 C -4.84 2.13 -0.48
87 C -5.44 3.30 -0.04
88 C -4.67 4.45 0.11
89 C -3.31 4.46 -0.18
90 C -2.50 5.72 0.05
91 C -0.16 5.67 -2.76
92 C 0.74 6.11 -1.62
93 C -0.28 6.53 -3.84
94 H -1.72 6.73 -6.94
95 H -0.15 7.42 -6.51
96 H -1.62 8.10 -5.82
97 H -2.23 4.69 -5.87
98 H -2.62 2.59 -5.07
99 H -3.08 2.64 -3.36
100 H -1.54 1.93 -3.83
101 H -1.75 4.19 4.49
102 H -1.61 3.79 6.94
103 H -0.56 1.71 7.79
104 H 0.32 0.04 6.18
105 H 0.19 0.48 3.75
106 H -3.02 1.21 -1.14
107 H -5.42 1.22 -0.59
108 H -6.49 3.32 0.21
109 H -5.13 5.36 0.48
110 H -3.09 6.46 0.59
111 H -2.18 6.15 -0.90
112 H -1.61 5.48 0.64
113 H 0.43 5.71 -0.66
114 H 0.75 7.20 -1.55
115 H 1.76 5.77 -1.79
116 H 0.24 7.49 -3.81

This record from the OMol25 dataset describes 7 unconnected molecules or ions with the total composition C43H55BrCl2F3N3O14. The level of theory is ωB97M-V with the def2-TZVPD basis set.

- Calculated total energy: -6683.068833 a.u.
- M: 1045.72 g/mol
- Kohn-Sham gap: 7.7 eV
- Charge: 0
- LUMO energy: -0.24 eV

Atoms and positions in Å:
1 C 0.58 -5.85 7.13
2 C 1.37 -6.58 5.98
3 C 2.89 -6.17 5.85
4 N 0.82 -7.43 5.15
5 C 0.53 -6.64 3.96
6 C -0.83 -6.01 3.90
7 N -1.22 -5.22 2.88
8 C -0.23 -5.04 1.91
9 C -0.57 -4.13 0.76
10 C -1.95 -3.42 0.67
11 C -2.37 -2.60 1.95
12 C -3.73 -1.85 1.56
13 Br -1.08 -1.20 2.50
14 C 0.43 -3.91 -0.30
15 C 0.18 -2.96 -1.50
16 Cl -0.68 -3.44 -2.99
17 C 0.66 -1.68 -1.37
18 C 1.41 -1.19 -0.07
19 Cl 0.45 -0.43 -2.65
20 C 1.76 -4.61 -0.25
21 C 2.88 -4.42 -1.34
22 O 2.41 -4.53 -2.69
23 C 2.02 -5.81 -3.01
24 F 2.22 -5.96 -4.37
25 F 0.70 -6.08 -2.80
26 F 2.76 -6.80 -2.40
27 C 2.03 -5.47 0.87
28 O 3.27 -6.13 0.93
29 C 1.07 -5.71 2.01
30 N 1.51 -6.54 3.03
31 H -0.27 -6.44 7.54
32 H 0.18 -4.90 6.67
33 H 1.32 -5.53 7.91
34 H 2.87 -5.05 5.66
35 H 3.31 -6.63 4.92
36 H 3.47 -6.39 6.77
37 H -1.56 -6.19 4.72
38 H -2.76 -4.20 0.52
39 H -2.05 -2.73 -0.21
40 H -2.62 -3.22 2.85
41 H -3.65 -1.43 0.53
42 H -4.57 -2.59 1.68
43 H -3.93 -1.06 2.34
44 H 2.49 -1.50 -0.15
45 H 1.35 -0.08 0.05
46 H 1.01 -1.67 0.85
47 H 3.79 -5.03 -1.12
48 H 3.22 -3.34 -1.22
49 H 3.41 -6.62 0.10
50 O -4.42 -0.84 -1.65
51 C -4.45 0.35 -1.55
52 C -5.30 1.30 -2.36
53 C -4.63 2.63 -2.08
54 C -4.06 2.43 -0.69
55 O -3.73 1.04 -0.62
56 H -6.33 1.26 -1.99
57 H -5.27 1.04 -3.41
58 H -5.31 3.48 -2.14
59 H -3.83 2.79 -2.79
60 H -4.79 2.66 0.10
61 H -3.17 3.03 -0.52
62 O -3.35 4.98 -3.90
63 C -2.31 4.57 -4.35
64 C -1.97 3.12 -4.60
65 C -0.47 3.17 -4.76
66 C -0.24 4.56 -5.31
67 O -1.28 5.37 -4.73
68 H -2.47 2.80 -5.52
69 H -2.27 2.50 -3.77
70 H -0.07 2.38 -5.41
71 H 0.01 3.07 -3.78
72 H -0.34 4.60 -6.40
73 H 0.73 4.96 -5.03
74 O 2.51 -3.18 5.27
75 C 3.51 -2.60 5.61
76 C 3.88 -1.18 5.25
77 C 5.36 -1.14 5.60
78 C 5.45 -2.15 6.73
79 O 4.45 -3.13 6.44
80 H 3.30 -0.49 5.85
81 H 3.72 -1.00 4.19
82 H 5.72 -0.15 5.88
83 H 5.95 -1.49 4.75
84 H 5.22 -1.70 7.70
85 H 6.42 -2.62 6.78
86 O -5.30 -4.25 0.35
87 C -5.53 -5.32 0.83
88 C -4.55 -6.46 0.99
89 C -5.47 -7.64 1.26
90 C -6.66 -6.98 1.93
91 O -6.74 -5.67 1.35
92 H -3.90 -6.25 1.84
93 H -3.97 -6.60 0.08
94 H -5.02 -8.43 1.86
95 H -5.79 -8.08 0.31
96 H -6.51 -6.87 3.01
97 H -7.59 -7.52 1.76
98 O 2.29 5.50 -3.99
99 C 2.20 6.51 -3.35
100 C 1.23 6.75 -2.21
101 C 1.28 8.26 -2.07
102 C 2.68 8.58 -2.53
103 O 2.99 7.60 -3.53
104 H 1.60 6.24 -1.32
105 H 0.23 6.40 -2.47
106 H 1.07 8.61 -1.06
107 H 0.55 8.72 -2.74
108 H 3.42 8.50 -1.72
109 H 2.75 9.58 -2.96
110 O 1.45 10.70 -4.68
111 C 2.07 11.70 -4.48
112 C 2.66 12.62 -5.53
113 C 3.63 13.45 -4.71
114 C 2.98 13.46 -3.34
115 O 2.31 12.20 -3.23
116 H 1.86 13.22 -5.95
117 H 3.16 12.05 -6.30
118 H 3.80 14.45 -5.12
119 H 4.60 12.94 -4.66
120 H 2.25 14.26 -3.24
121 H 3.72 13.56 -2.55